Record 1
ORCA calculation (ωB97M-V/def2-TZVPD) on the molecule C20H29N3O3S.

XYZ file:
```
56
Properties=species:S:1:pos:R:3:lowdin_charge:R:1
C 3.338 0.588 1.116 -0.09
C 2.252 0.395 0.069 -0.26
C 1.077 1.368 0.181 -0.55
C -0.028 1.139 -0.896 -0.12
C 0.236 0.042 -1.922 -0.44
O 1.155 0.176 -2.703 0.08
N -0.701 -0.973 -2.125 -0.04
C -1.217 -1.038 -3.491 -0.02
C -1.688 -1.308 -1.097 -0.21
C -1.022 -1.558 0.258 -0.09
N -0.574 -2.947 0.175 -0.01
C 0.461 -3.494 0.857 -0.45
O 0.881 -4.613 0.601 0.06
C 1.052 -2.642 1.933 0.02
C 2.240 -2.953 2.442 0.02
C 2.908 -2.146 3.447 -0.28
C 4.164 -2.182 3.955 0.05
C 4.211 -1.068 4.839 -0.34
C 5.343 -0.610 5.696 -0.02
N 3.072 -0.432 4.852 0.12
O 2.239 -1.109 3.977 -0.02
C -1.200 -3.657 -0.935 -0.06
C -2.290 -2.688 -1.324 -0.39
C -3.685 -2.931 -0.817 -0.06
C -3.380 -3.016 -2.288 -0.07
S 0.220 1.344 1.801 0.87
C 1.245 2.402 2.844 -0.39
H 4.186 -0.063 0.902 0.08
H 3.704 1.618 1.122 0.08
H 2.979 0.348 2.115 0.03
H 2.676 0.512 -0.929 0.11
H 1.884 -0.635 0.121 0.10
H 1.464 2.383 0.073 0.10
H -0.996 1.014 -0.416 0.07
H -0.103 2.034 -1.515 0.13
H -0.484 -0.592 -4.156 0.09
H -1.382 -2.068 -3.802 0.09
H -2.165 -0.493 -3.570 0.10
H -2.479 -0.549 -1.030 0.16
H -0.185 -0.901 0.458 0.05
H -1.760 -1.416 1.054 0.14
H 0.526 -1.761 2.281 0.10
H 2.763 -3.829 2.079 0.13
H 4.945 -2.886 3.727 0.12
H 6.297 -0.860 5.237 0.08
H 5.292 0.466 5.849 0.08
H 5.300 -1.094 6.673 0.08
H -0.476 -3.821 -1.739 0.14
H -1.578 -4.629 -0.617 0.14
H -3.868 -3.849 -0.275 0.11
H -4.255 -2.077 -0.473 0.11
H -3.758 -2.226 -2.922 0.10
H -3.361 -3.994 -2.750 0.11
H 0.595 2.777 3.632 0.03
H 2.075 1.867 3.296 0.01
H 1.612 3.251 2.266 0.04
```

Values from the calculation:
Multiplicity   1
Gap between HOMO and LUMO   8.65 eV
E   -1567.61242 Eh
Structure (SMILES)   CC[C@@H](CC(=O)N(C)[C@@H]1CN(C(=O)/C=C/c2cc(C)no2)CC12CC2)SC
Relative energy (zero: lowest compared OMol25 entry of this formula, charge and spin)   3.1068 eV
HOMO energy   -8.6 eV
M   391.54 g mol⁻¹
E_LUMO   0.04 eV

***

Record 2
ORCA calculation (ωB97M-V/def2-TZVPD) on the molecule C4H9NO3 in a non-equilibrium geometry.

XYZ file:
```
17
Properties=species:S:1:pos:R:3:lowdin_charge:R:1
C 1.270 -1.229 0.331 -0.04
C 0.841 -0.036 -0.520 -0.37
N 1.415 1.184 0.012 0.05
C -0.690 0.012 -0.657 -0.51
O -1.282 -1.075 -1.364 0.04
O -1.292 1.239 -0.785 0.06
C -1.586 0.373 0.442 -0.22
O -1.102 0.697 1.665 0.05
H 0.926 -2.160 -0.101 0.08
H 2.354 -1.247 0.400 0.08
H 0.852 -1.140 1.333 0.08
H 1.221 -0.158 -1.543 0.14
H 0.997 1.990 -0.452 0.08
H 1.199 1.255 1.010 0.08
H -0.858 -1.170 -2.232 0.11
H -2.627 0.065 0.407 0.16
H -1.638 1.400 2.054 0.12
```

Values from the calculation:
Multiplicity   1
Gap between HOMO and LUMO   9.96 eV
E   -438.24775 Eh
Structure (SMILES)   C[C@H](N)[C@]1(O)O[C@@H]1O
Relative energy (zero: lowest compared OMol25 entry of this formula, charge and spin)   2.2129 eV
HOMO energy   -9.3 eV
M   119.12 g mol⁻¹
E_LUMO   0.63 eV

***

Record 3
ORCA calculation (ωB97M-V/def2-TZVPD) on the ion C5H8N4 with charge +2 in a non-equilibrium geometry.

XYZ file:
```
17
Properties=species:S:1:pos:R:3:lowdin_charge:R:1
C -2.133 -1.634 -1.688 0.01
C -1.257 -0.801 -0.909 -0.15
N 0.047 -1.120 -0.298 0.24
C 0.979 -0.719 0.338 0.21
C 1.877 0.340 1.138 -0.15
N 3.020 0.258 1.705 0.30
N 0.934 1.308 0.944 0.12
C -0.374 1.326 0.205 0.03
N -1.244 0.533 -0.489 0.12
H -3.052 -1.882 -1.141 0.12
H -1.635 -2.572 -1.941 0.12
H -2.427 -1.133 -2.616 0.12
H 3.561 -0.608 1.719 0.19
H 3.438 1.068 2.169 0.19
H 1.083 2.230 1.352 0.18
H -0.741 2.339 0.287 0.15
H -2.074 1.067 -0.774 0.20
```

Values from the calculation:
Multiplicity   1
Gap between HOMO and LUMO (spin up / spin down)   6.30 / 6.23 eV
Charge   +2
E   -413.47675 Eh
Structure (SMILES)   CC1=[N+]=C=C(N)[NH+]=CN1
Relative energy (zero: lowest compared OMol25 entry of this formula, charge and spin)   3.8542 eV
HOMO energy (spin up / spin down)   -16.3 / -16.4 eV
M   124.15 g mol⁻¹
E_LUMO (spin up / spin down)   -10.03 / -10.14 eV

***

Record 4
ORCA calculation (ωB97M-V/def2-TZVPD) on a cluster of 2 separate species, C14H14F3N2O7 in total in a non-equilibrium geometry.

XYZ file:
```
40
Properties=species:S:1:pos:R:3:lowdin_charge:R:1
C -4.107 -1.007 0.328 0.02
C -4.024 0.091 -0.684 -0.51
O -4.871 0.265 -1.506 0.12
O -2.981 0.975 -0.629 0.11
C -1.751 0.539 -0.141 -0.42
O -1.546 0.452 1.027 0.16
C -0.717 0.284 -1.188 0.00
C -0.020 -1.021 -0.918 -0.12
C 1.297 -1.080 -0.374 -0.13
C 2.111 0.119 -0.069 -0.11
O 2.857 -0.131 1.166 0.05
C 4.003 0.515 1.291 -0.77
F 5.015 -0.112 0.654 0.13
F 3.986 1.758 0.822 0.17
F 4.337 0.565 2.575 0.17
C 1.823 -2.391 -0.127 -0.05
C 1.128 -3.498 -0.402 -0.11
N -0.159 -3.418 -0.938 0.08
C -0.681 -2.153 -1.188 -0.24
O -1.975 -2.180 -1.765 0.06
C -1.929 -2.227 -3.067 -0.33
N -1.885 -2.207 -4.221 0.16
H -4.821 -0.723 1.094 0.10
H -4.507 -1.876 -0.181 0.09
H -3.166 -1.271 0.791 0.07
H -1.185 0.250 -2.170 0.13
H -0.023 1.122 -1.189 0.12
H 1.495 1.003 0.082 0.06
H 2.822 0.329 -0.871 0.14
H 2.801 -2.505 0.308 0.11
H 1.510 -4.487 -0.227 0.10
H -0.709 -4.231 -1.125 0.13
O 0.648 4.389 3.153 -0.10
C 0.915 4.383 1.925 -0.36
C 0.556 2.705 1.295 -0.32
O 0.829 2.656 0.054 -0.13
H 1.970 4.474 1.596 0.10
H 0.279 4.968 1.229 0.10
H -0.495 2.582 1.603 0.10
H 1.172 2.095 1.986 0.11
```

Values from the calculation:
Multiplicity   1
Gap between HOMO and LUMO   2.75 eV
Charge   -1
E   -1477.51591 Eh
HOMO energy   -1.8 eV
M   379.27 g mol⁻¹
E_LUMO   0.97 eV

***

Record 5
ORCA calculation (ωB97M-V/def2-TZVPD) on a structure of composition C17H25N2O6S2Tc.

XYZ file:
```
53
Properties=species:S:1:pos:R:3:lowdin_charge:R:1
Tc 0.427 -0.383 1.100 1.49
C 0.023 1.396 -4.779 -0.05
C 0.785 0.700 -3.686 -0.27
C 0.376 -0.535 -3.200 -0.05
C 1.074 -1.169 -2.179 -0.07
C 2.199 -0.552 -1.648 -0.29
C 2.633 0.679 -2.126 -0.04
C 1.924 1.294 -3.138 -0.01
S 3.047 -1.317 -0.301 0.61
O 4.438 -0.981 -0.384 -0.27
O 2.630 -2.688 -0.271 -0.30
N 2.399 -0.582 1.040 -0.32
C 3.074 0.639 1.471 -0.16
C 2.340 1.840 0.827 -0.64
O 2.882 2.912 0.678 0.07
O 1.116 1.536 0.502 -0.18
H -0.762 0.759 -5.184 0.08
H 0.685 1.684 -5.596 0.08
H -0.442 2.309 -4.400 0.08
H -0.491 -1.019 -3.636 0.12
H 0.787 -2.151 -1.822 0.11
H 3.516 1.143 -1.705 0.13
H 2.255 2.256 -3.509 0.13
H 4.131 0.638 1.221 0.11
H 2.966 0.742 2.553 0.11
N -3.160 -3.250 3.216 0.16
C -2.349 -2.571 2.365 -0.54
O -2.782 -1.691 1.639 0.04
C -0.892 -2.981 2.403 -0.20
C -0.052 -2.423 1.262 -0.29
H -4.128 -2.984 3.278 0.11
H -2.803 -3.952 3.837 0.10
H -0.854 -4.076 2.420 0.12
H -0.492 -2.649 3.366 0.09
H -0.450 -2.765 0.296 0.06
H 0.945 -2.870 1.336 0.05
C -1.883 1.576 -1.439 -0.05
C -1.981 0.337 -0.580 -0.22
O -1.356 0.543 0.707 -0.38
C -2.103 1.367 1.646 -0.22
C -1.422 2.689 1.904 -0.06
H -2.280 1.362 -2.432 0.09
H -0.842 1.888 -1.528 0.08
H -2.463 2.398 -1.017 0.08
H -1.446 -0.501 -1.027 0.10
H -3.003 0.009 -0.391 0.12
H -2.209 0.767 2.547 0.11
H -3.094 1.504 1.213 0.13
H -0.447 2.551 2.365 0.06
H -2.047 3.272 2.583 0.09
H -1.279 3.250 0.982 0.08
S 0.439 0.149 4.379 0.72
C 0.420 -0.103 2.839 -0.89
```

Values from the calculation:
Multiplicity   1
Gap between HOMO and LUMO (spin up / spin down)   7.30 / 7.30 eV
E   -2100.88148 Eh
Relative energy (zero: lowest compared OMol25 entry of this formula, charge and spin)   0.6482 eV
HOMO energy (spin up / spin down)   -8.7 / -8.7 eV
M   515.53 g mol⁻¹
E_LUMO (spin up / spin down)   -1.44 / -1.44 eV

***

Record 6
ORCA calculation (ωB97M-V/def2-TZVPD) on the molecule C10H8 in a non-equilibrium geometry.

XYZ file:
```
18
Properties=species:S:1:pos:R:3:lowdin_charge:R:1
C -2.010 0.140 0.037 -0.01
C -1.661 0.763 -1.153 -0.03
C -0.220 1.204 -1.221 -0.19
C 1.085 0.345 -1.645 0.01
C 1.230 0.020 -0.159 -0.19
C 1.688 -0.900 0.717 -0.03
C 0.879 -1.060 1.864 -0.11
C -0.379 -0.629 2.008 -0.05
C -0.889 0.226 0.955 -0.14
C 0.126 0.788 0.181 -0.14
H -2.893 -0.330 0.465 0.11
H -2.306 0.976 -2.064 0.12
H -0.305 2.177 -1.614 0.12
H 1.887 1.161 -2.021 0.16
H 0.963 -0.506 -2.161 0.06
H 2.480 -1.445 0.299 0.09
H 1.176 -1.738 2.736 0.13
H -0.849 -1.191 2.776 0.09
```

Values from the calculation:
Multiplicity   1
Gap between HOMO and LUMO   8.47 eV
E   -385.68486 Eh
Structure (SMILES)   C1=C[C@@H]2Cc3cccc1c32
Relative energy (zero: lowest compared OMol25 entry of this formula, charge and spin)   2.7812 eV
HOMO energy   -8.0 eV
M   128.17 g mol⁻¹
E_LUMO   0.45 eV

***

Record 7
ORCA calculation (ωB97M-V/def2-TZVPD) on the ion C2H2NO2S with charge -1 in a non-equilibrium geometry.

XYZ file:
```
8
Properties=species:S:1:pos:R:3:lowdin_charge:R:1
O 3.083 0.276 0.683 -0.52
S 1.795 0.077 0.012 0.56
O 1.836 -0.102 -1.451 -0.51
C 0.572 -1.335 0.964 -0.27
C -0.513 -1.406 0.055 -0.37
N 0.349 -2.300 -0.254 0.01
H 1.046 1.506 0.197 0.02
H -1.501 -1.188 -0.336 0.08
```

Values from the calculation:
Multiplicity   1
Gap between HOMO and LUMO   7.39 eV
Charge   -1
E   -680.69638 Eh
Structure (SMILES)   O=[S@@H]([O-])=c1cn1
Relative energy (zero: lowest compared OMol25 entry of this formula, charge and spin)   5.7373 eV
HOMO energy   -3.3 eV
M   104.11 g mol⁻¹
E_LUMO   4.04 eV

***

Record 8
ORCA calculation (ωB97M-V/def2-TZVPD) on the molecule C4H6OS2 in a non-equilibrium geometry.

XYZ file:
```
13
Properties=species:S:1:pos:R:3:lowdin_charge:R:1
O 0.748 1.492 0.992 -0.02
C 0.627 0.726 -0.184 -0.51
C -0.804 0.359 -0.616 -0.16
C -1.159 -0.982 0.116 -0.46
S 0.372 -1.874 0.434 0.92
C 1.411 -0.530 0.058 -1.12
S 3.009 -0.594 -0.077 0.70
H 0.416 1.045 1.773 0.10
H 1.144 1.320 -0.974 0.15
H -0.827 0.262 -1.691 0.11
H -1.396 1.254 -0.358 0.12
H -1.781 -1.661 -0.523 0.08
H -1.761 -0.818 1.051 0.09
```

Values from the calculation:
Multiplicity   1
Gap between HOMO and LUMO   8.45 eV
E   -1027.60775 Eh
Structure (SMILES)   O[C@@H]1CCSC1=S
Relative energy (zero: lowest compared OMol25 entry of this formula, charge and spin)   0.6474 eV
HOMO energy   -8.6 eV
M   134.22 g mol⁻¹
E_LUMO   -0.12 eV